Here is the molecule C2H4ClP at a distorted geometry from OMol25. Energies are from ωB97M-V/def2-TZVPD.

Geometry as XYZ:
```
8
Properties=species:S:1:pos:R:3:forces:R:3
C -0.001967 -0.714361 -0.163969 -1.73 0.30 0.73
Cl -1.418619 1.626176 -0.227686 -0.19 0.29 0.02
P 1.380826 -0.359175 1.190380 -1.13 0.32 -0.79
H 0.569976 0.268704 2.247481 0.18 -0.43 -1.00
H -1.025331 -1.063222 0.311790 2.14 0.66 -0.98
C -0.181600 0.627122 -0.828752 -0.49 -1.43 2.43
H 0.308568 -1.443481 -0.925179 0.24 0.04 0.56
H 0.368147 1.058237 -1.604064 0.97 0.25 -0.98
```
Positions in Å, forces in eV/Å.

For the LUMO energy (spin up / spin down), the calculation gives -0.96 / -0.13 eV. The calculation puts the total energy at -23946.848 eV. The spin multiplicity is 1. Its frontier orbital gap (spin up / spin down) is 6.924 / 8.334 eV.